DFT (the ωB97M-V functional and the def2-TZVPD basis) results for 3 unconnected molecules or ions with the total composition C7H13Br4O6P.

Atoms and positions in Å:
O  -0.16845  0.60824  2.28633
Br  -2.93300  -1.10348  -1.01756
O  2.37933  1.20327  0.68998
H  -4.15799  0.62272  -2.31287
Br  3.39510  -0.55136  -1.87514
H  -5.10396  -0.87478  -2.17871
C  2.55900  -2.04195  -0.94083
C  0.38036  1.32384  4.56055
P  1.61092  2.59825  0.40742
H  1.67934  -3.93951  -1.37277
Br  -2.13008  0.09301  -4.39552
H  1.81576  -1.60651  -0.27925
C  0.80536  0.56433  3.32728
H  -3.40527  -1.94995  -3.79667
O  -1.41816  2.47516  2.30634
Br  0.31272  -2.32984  -2.66823
H  -0.70550  1.43257  4.72720
O  0.01783  2.15553  0.62726
H  0.87888  -0.48700  3.60409
H  3.35019  -2.50122  -0.35285
H  2.61595  -3.27183  -2.72572
O  1.89456  3.23412  1.88076
C  -3.68094  -0.90026  -3.77673
H  2.87972  0.96945  -0.11100
H  -4.46474  -0.71324  -4.50721
H  1.79027  0.88208  3.00259
C  -0.55848  1.81457  1.80393
C  1.95288  -3.02922  -1.90140
H  1.35563  4.01375  2.05668
O  1.17859  1.76711  5.33990
C  -4.12585  -0.45785  -2.40785

- SMILES = O=CCOC(=O)OP(O)O.BrCCBr.BrCCBr
- DFT total energy (eV) = -309214.9400
- highest occupied orbital energy (eV) = -9.873

DFT (the ωB97M-V functional and the def2-TZVPD basis) results for a single C7H13BrClNOS molecule at a distorted geometry.

Atoms and positions in Å:
Cl  0.10121  0.91826  -3.46854
C  -0.80643  -0.06664  1.11310
H  -1.25829  0.40054  -0.81603
C  1.33699  -1.59597  0.16187
C  -0.81292  -0.55775  -0.40233
H  -1.60095  3.30535  -1.54442
H  2.01833  -0.99476  0.73275
O  1.26884  0.59159  -0.80465
N  0.56982  3.01451  -1.38987
H  -1.49237  -1.37085  -0.46809
Br  2.56010  -2.82435  -0.74491
H  -0.76839  4.29586  -0.44837
H  -1.76432  0.31499  1.52856
C  0.35518  -2.34980  1.11228
H  -0.15654  -3.07453  0.60268
H  0.39382  -0.82549  2.68719
C  -0.74417  3.33942  -0.85888
S  1.28905  1.84046  -1.88663
H  -0.18129  0.84378  1.11705
H  0.99607  -2.90091  1.80326
H  -0.93256  2.42179  -0.18593
C  -0.30723  -1.20014  2.01339
H  0.53827  -1.10893  -1.72035
C  0.62770  -0.72164  -0.76747
H  -1.22991  -1.69478  2.63434

- relative energy (zero: lowest compared OMol25 entry of this formula, charge and spin) (eV) = 0.493
- DFT total energy (eV) = -104404.8867
- highest occupied orbital energy (eV) = -9.933